Here is a molecular structure, C30H46BrN3P2SeV at a distorted geometry from the OMol25 dataset. Energies are from ωB97M-V/def2-TZVPD.

Structure (XYZ):
```
84
Properties=species:S:1:pos:R:3:forces:R:3
C 7.1477 -2.8296 -1.1303 -0.5 0.2 -0.4
C 6.1114 -1.8678 -1.0973 1.4 -0.3 -0.3
C 6.2114 -0.7947 -2.0425 -0.3 -0.6 0.1
C 7.1160 -0.9012 -3.1039 0.1 -0.3 1.0
N 7.9966 -1.9035 -3.1914 -0.3 -0.3 -0.2
C 8.0200 -2.8358 -2.2367 -0.1 0.6 0.3
C 4.8977 -1.8971 -0.2717 -1.2 1.8 -0.8
C 3.7791 -1.3531 -0.1976 2.5 -0.6 -0.6
C 2.8941 -0.3649 -0.7727 1.6 -1.6 0.7
C 1.9644 -0.9321 -1.6539 -0.2 -0.5 -2.6
C 0.6510 -0.4902 -1.6597 0.6 -0.3 -1.8
C 0.2179 0.3372 -0.6417 -1.1 0.7 -1.1
C 1.1770 1.0976 0.0358 1.2 1.9 0.4
C 2.5019 0.6617 0.0894 0.5 2.7 0.2
V 1.3789 -1.0026 0.3006 -3.6 -3.0 5.5
P -1.9274 -1.0230 -0.4241 -1.6 -1.3 -0.5
H 5.5932 0.1044 -1.9620 -0.1 -0.5 -0.1
H 7.3007 -3.5614 -0.3399 -0.4 0.0 -0.3
H 7.1300 -0.1466 -3.8964 0.1 -0.2 0.3
H 8.7754 -3.6222 -2.3533 -0.3 0.4 0.2
H 3.2085 1.0442 0.8242 -0.2 0.1 -0.2
H 2.2415 -1.8112 -2.2240 0.1 0.2 -0.2
H 0.9658 1.9973 0.6039 -0.4 -0.6 0.1
H 0.0041 -0.8544 -2.4475 -0.1 -0.4 0.5
C -3.3383 -0.7549 0.7807 0.4 0.7 0.4
C -4.7211 -0.3794 0.2508 -0.2 -0.1 -0.1
H -2.9714 0.0596 1.4238 -0.3 -0.4 -0.1
H -3.4121 -1.6440 1.4301 0.3 0.2 -0.3
H -5.3924 -0.2686 1.1142 0.1 0.0 -0.3
H -4.7035 0.5865 -0.2735 -0.1 -0.3 0.1
H -5.1597 -1.1495 -0.4040 0.2 0.4 0.2
C -2.6092 -0.4746 -2.0735 0.2 0.6 0.2
C -2.3214 -1.2982 -3.3389 0.1 0.1 -0.1
H -2.1835 0.5350 -2.1958 -0.2 -0.3 -0.1
H -3.6915 -0.3374 -1.9454 0.3 -0.1 -0.1
H -2.6823 -0.7196 -4.2025 0.1 -0.3 0.2
H -1.2469 -1.4706 -3.4985 -0.5 -0.1 -0.1
H -2.8256 -2.2723 -3.3324 0.2 0.4 -0.1
C -2.0483 -2.8849 -0.6434 0.5 0.1 0.2
C -3.4433 -3.4090 -1.0177 -0.2 -0.2 0.0
H -1.7064 -3.3305 0.3102 -0.1 0.2 -0.5
H -1.3060 -3.1632 -1.4135 -0.2 0.0 0.3
H -3.3727 -4.4814 -1.2564 0.0 0.3 0.1
H -4.1688 -3.3107 -0.1956 0.3 0.0 -0.2
H -3.8676 -2.9152 -1.9036 0.1 -0.2 0.4
Br -0.5355 0.4133 2.1668 0.5 0.1 0.2
P -0.3549 4.3018 -0.7498 1.3 -1.8 0.6
C -1.2860 2.8812 -1.4014 -0.3 0.3 -0.4
C -2.6208 3.3354 -1.9965 -0.3 0.1 -0.1
H -1.4148 2.1784 -0.5701 0.0 0.1 0.1
H -0.6598 2.3783 -2.1487 -0.1 0.3 0.1
H -3.1233 2.5066 -2.5090 0.1 0.2 0.2
H -3.2854 3.7090 -1.2075 0.1 -0.1 -0.2
H -2.4647 4.1443 -2.7213 -0.1 -0.2 0.1
C -0.3214 4.1900 1.0590 -0.8 0.6 0.2
C -0.2557 5.5685 1.7199 0.1 0.2 0.2
H 0.5207 3.5733 1.3852 -0.1 0.0 -0.2
H -1.2490 3.6728 1.3375 0.2 0.0 0.0
H -0.5071 5.4698 2.7776 0.1 0.1 -0.1
H 0.7473 5.9951 1.6541 -0.1 0.0 0.0
H -0.9601 6.2678 1.2635 0.0 0.0 0.1
C 1.3724 4.2063 -1.3589 0.0 0.6 -0.1
C 1.5826 5.2853 -2.4319 0.1 0.1 -0.2
H 1.5506 3.1999 -1.7599 -0.2 0.1 0.1
H 2.0558 4.3479 -0.5065 -0.3 0.1 -0.2
H 2.6026 5.2412 -2.8230 -0.2 0.0 0.0
H 0.8844 5.1438 -3.2642 0.2 0.0 0.1
H 1.4042 6.2863 -2.0218 0.1 -0.2 -0.1
C 0.4966 -0.9316 4.9592 0.2 0.2 0.3
N -0.6955 -1.6818 4.6257 -0.5 -0.6 -0.6
C -1.9065 -1.5552 5.2904 0.2 -0.4 -0.5
C -2.7666 -2.4421 4.7283 0.6 0.1 -0.2
N -2.0718 -3.0939 3.7163 0.8 0.7 -0.1
C -2.6650 -4.1346 2.8961 -0.2 -0.2 -0.3
C -0.8054 -2.5749 3.6059 -0.9 0.7 0.6
Se 0.5042 -2.9394 2.2777 0.3 -0.5 -0.3
H 1.3537 -1.3978 4.4754 -0.1 0.0 0.1
H 0.6199 -0.9339 6.0416 0.1 -0.1 -0.1
H 0.3930 0.0878 4.6015 0.1 0.0 0.0
H -2.0511 -0.8225 6.0639 0.0 -0.1 0.1
H -3.8064 -2.6598 4.9212 0.2 0.0 0.1
H -3.2197 -4.8265 3.5447 0.3 0.2 -0.2
H -3.3662 -3.6819 2.1797 0.2 -0.2 0.2
H -1.8803 -4.6761 2.3569 -0.2 0.2 0.2
```
Positions in Å, forces in eV/Å.

Output
**HOMO level (spin up / spin down)**: -12.562 / -12.903 eV
**Energy relative to the best compared isomer or geometry (same formula, charge and spin)**: 64.8 kcal per mole
**Energy**: -215957.1521 eV
**Max |F|**: 7.3 eV Å⁻¹
**Net charge**: +2
**Multiplicity**: 4